Record 1
C15H29NO2 | the ωB97M-V functional and the def2-TZVPD basis

Geometry as XYZ:
```
47
Properties=species:S:1:pos:R:3:forces:R:3:nbo_charge:R:1
C -4.726 -2.907 -0.627 -4.926 0.896 -3.165 -0.629
C -3.794 -3.075 0.412 3.016 3.300 4.952 -0.432
C -2.701 -1.983 0.278 2.113 -0.040 6.772 -0.320
C -1.805 -1.954 -0.837 3.029 6.694 4.405 -0.407
H -1.508 -2.834 -0.839 3.393 -8.316 -1.095 0.180
H -2.320 -1.729 -1.617 -2.539 1.673 -5.624 0.181
C -0.491 -0.941 -0.627 -5.851 2.127 -5.463 -0.207
C -0.147 -0.497 -2.302 3.714 -5.262 5.399 -0.362
C 0.450 -1.694 -3.044 0.353 -1.167 4.206 -0.620
H 0.713 -1.505 -3.967 1.559 1.841 -5.010 0.201
H -0.145 -2.576 -3.248 -0.898 -0.143 0.881 0.204
H 1.382 -2.060 -2.591 -0.234 0.052 0.193 0.196
H 0.524 0.248 -2.049 1.641 1.573 -0.562 0.202
H -0.877 -0.216 -2.876 -4.920 2.161 -2.233 0.187
H -1.059 0.118 -0.426 1.891 -2.459 0.825 0.216
C 0.672 -1.402 0.171 -2.475 -1.697 -1.088 0.325
O 0.151 -1.416 1.608 3.245 0.648 -3.161 -0.516
C 1.036 -0.415 2.192 -1.899 4.585 -13.556 -0.084
H 1.152 -0.796 2.965 3.293 -5.146 13.041 0.166
H 0.564 0.500 2.164 -1.590 2.103 0.733 0.183
C 2.184 -0.163 1.179 5.031 -5.159 2.104 0.178
C 3.120 1.072 1.258 -7.342 -1.762 -12.810 -0.227
N 2.068 2.160 1.134 1.540 2.318 0.204 -0.478
C 2.711 3.387 1.719 -12.794 -1.211 2.299 -0.176
C 1.457 4.636 0.937 -0.284 -5.232 6.903 -0.376
H 0.586 4.397 1.761 1.620 0.498 -2.290 0.182
H 1.840 5.524 1.354 0.567 1.679 -1.207 0.225
C 1.254 3.954 -0.388 -0.917 0.204 3.790 -0.478
H 2.070 4.358 -0.835 1.635 1.083 -3.206 0.220
H 0.244 4.204 -0.511 -1.175 0.660 -2.085 0.242
C 1.381 2.468 -0.215 -3.282 1.006 7.209 -0.190
H 1.919 2.155 -0.923 4.118 -3.045 -5.756 0.172
H 0.411 1.916 -0.163 0.690 0.629 -0.345 0.198
H 3.482 3.713 1.361 9.121 2.948 -3.973 0.126
H 2.626 3.474 2.838 0.130 -0.326 -1.187 0.188
H 3.726 1.058 0.260 0.061 -0.027 2.458 0.201
H 3.322 1.249 2.128 4.168 1.066 9.404 0.194
H 3.126 -1.222 1.536 -2.331 2.506 -0.952 0.072
O 1.715 -0.529 -0.109 0.315 1.516 2.757 -0.534
H 1.028 -2.409 -0.232 -0.705 0.718 1.300 0.184
H -3.092 -1.053 0.566 -0.805 1.649 -0.009 0.180
H -1.711 -2.043 1.340 -3.580 -0.358 -2.735 0.182
H -3.141 -3.887 0.409 0.120 -2.450 -0.117 0.206
H -4.190 -2.905 1.559 0.558 -0.774 -2.986 0.204
H -4.262 -2.820 -1.700 -1.050 -0.976 1.898 0.214
H -5.342 -1.925 -0.575 1.332 -1.109 0.273 0.207
H -5.600 -3.636 -0.430 1.345 0.526 -1.389 0.220
```
Positions in Å, forces in eV/Å.

Results
Relative energy (zero: lowest compared OMol25 entry of this formula, charge and spin), eV: 14.611
Gap between HOMO and LUMO, eV: 9.4294
Calculated total energy, eV: -21594.860
Total charge: 0
Largest force on an atom, hartree/bohr: 0.2892


Record 2
C15H29NO6 | the ωB97M-V functional and the def2-TZVPD basis

Geometry as XYZ:
```
51
Properties=species:S:1:pos:R:3:forces:R:3:nbo_charge:R:1
C 7.240 0.569 -1.151 -0.564 2.417 -4.387 -0.608
C 6.504 -0.398 -0.403 -2.341 -3.102 1.962 -0.421
C 5.018 -0.015 -0.581 -2.704 -9.305 -2.857 -0.363
C 4.072 -1.095 0.259 -1.992 -0.240 -5.474 -0.035
H 4.270 -1.104 1.196 1.595 0.808 6.462 0.165
H 4.144 -2.188 0.049 0.376 0.961 -0.972 0.186
O 2.532 -0.988 0.245 2.612 -0.105 -2.103 -0.530
C 2.047 0.185 0.647 4.045 -1.378 3.432 0.879
O 2.621 0.865 1.475 1.310 1.102 -0.182 -0.679
N 0.806 0.304 0.437 -6.555 4.719 -1.279 -0.446
C 0.003 -0.307 -0.460 5.407 -10.763 0.424 -0.237
H 0.667 -0.790 -1.317 -0.624 0.403 1.748 0.215
H -0.669 -0.080 -1.094 -5.236 4.183 -3.295 0.236
C -0.596 -1.615 0.234 -1.931 -3.358 -1.248 -0.086
H -1.053 -2.360 -0.713 0.865 2.246 2.506 0.171
O -1.704 -1.289 1.201 2.236 0.375 -1.730 -0.602
C -2.575 -2.391 1.451 -6.324 11.034 3.953 -0.048
H -2.831 -2.215 2.558 0.707 -1.536 -1.230 0.184
H -2.134 -3.125 1.105 3.308 -8.051 -2.789 0.166
C -3.974 -1.946 0.784 -0.040 -1.221 -0.676 -0.122
H -4.678 -2.802 0.855 0.164 0.645 0.644 0.192
H -4.495 -0.942 1.130 1.558 -2.158 -0.369 0.233
O -3.823 -1.932 -0.686 -1.128 -2.835 2.347 -0.553
C -3.661 -0.748 -1.196 0.598 -0.752 -9.290 0.060
H -3.328 -0.879 -2.640 -0.428 -0.181 3.634 0.054
C -4.758 0.128 -1.402 -4.108 -6.033 3.672 -0.132
O -5.047 0.671 -0.217 0.403 6.961 4.513 -0.571
C -4.301 2.219 -0.109 -2.105 -7.742 8.638 -0.059
C -3.075 1.900 0.779 2.049 -1.050 -3.521 -0.096
O -1.890 1.916 -0.188 -2.375 -0.050 -0.528 -0.587
C -0.675 2.469 0.234 -1.927 -1.621 5.303 -0.054
C -0.036 1.298 1.066 2.311 2.648 4.724 -0.278
H -0.727 0.844 1.810 -0.176 -0.162 -1.273 0.223
H 0.677 1.703 1.834 -0.479 0.403 -0.720 0.245
H -0.079 2.505 -0.573 1.950 1.196 -3.164 0.189
H -0.786 3.490 0.892 0.371 -2.387 -1.692 0.171
H -2.861 2.795 1.182 0.372 3.109 2.740 0.173
H -2.989 1.032 1.524 -0.758 1.140 -1.507 0.236
H -5.017 2.756 0.516 -0.109 -0.202 -0.037 0.194
H -4.266 2.642 -0.962 1.104 2.448 -6.244 0.180
H -5.652 -0.597 -1.341 0.744 0.472 -1.808 0.181
H -4.909 0.854 -2.016 0.113 3.551 -5.378 0.180
H -2.873 -0.297 -0.870 4.975 3.048 2.139 0.159
H 0.082 -2.422 0.787 -0.688 2.320 -1.090 0.198
H 4.463 -0.144 -1.675 2.255 0.526 2.259 0.196
H 4.799 0.851 -0.248 -1.346 6.181 2.377 0.193
H 6.640 -1.526 -0.661 0.015 2.026 -0.247 0.208
H 6.758 -0.438 0.691 -0.349 0.496 -0.715 0.209
H 8.276 0.449 -1.215 1.689 -0.282 -0.017 0.214
H 6.810 0.540 -2.241 1.114 -0.253 1.499 0.198
H 7.033 1.646 -0.980 0.044 -0.648 0.848 0.215
```
Positions in Å, forces in eV/Å.

Results
Relative energy (zero: lowest compared OMol25 entry of this formula, charge and spin), eV: 13.939
Gap between HOMO and LUMO, eV: 9.5511
Calculated total energy, eV: -29785.821
Total charge: 0
Largest force on an atom, hartree/bohr: 0.2590


Record 3
C15H30AlBNO7 | the ωB97M-V functional and the def2-TZVPD basis

Geometry as XYZ:
```
55
Properties=species:S:1:pos:R:3:forces:R:3:nbo_charge:R:1
C 0.530 -1.376 0.999 0.465 0.118 -0.101 -0.750
C 1.759 -0.504 0.979 0.572 -0.230 -0.698 0.816
O 2.607 -0.628 0.110 -0.414 0.088 0.725 -0.638
O 1.953 0.403 1.950 -0.057 -0.038 -0.170 -0.506
C 0.795 0.923 2.631 -0.001 0.005 0.073 -0.068
C -0.146 1.687 1.705 -0.173 0.089 0.389 -0.435
C -1.587 1.193 1.813 0.459 0.518 0.208 -0.411
C -2.566 2.096 1.095 -0.484 -0.232 -0.705 -0.389
C -3.933 1.425 0.785 0.455 0.078 0.195 -0.922
Al -4.378 -0.334 1.722 -0.574 0.133 -0.469 0.757
B -4.321 -0.258 3.862 -0.302 -0.011 0.540 0.547
N -4.562 -1.477 4.646 1.251 0.577 -0.013 -1.114
O -4.052 0.894 4.669 -0.004 -0.078 -0.615 -0.959
H 0.100 -1.490 1.985 -0.215 -0.025 0.038 0.229
H 0.839 -2.339 0.610 -0.018 -0.162 -0.041 0.238
H -0.200 -0.965 0.307 -0.238 0.061 0.032 0.276
H 1.201 1.565 3.405 0.176 0.084 0.029 0.191
H 0.260 0.127 3.145 0.005 -0.179 -0.034 0.177
H 0.221 1.637 0.681 -0.004 -0.060 -0.179 0.210
H -0.131 2.739 1.992 0.060 0.185 -0.104 0.201
H -1.836 1.189 2.875 -0.195 -0.276 0.111 0.201
H -1.652 0.177 1.432 -0.178 -0.116 0.001 0.224
H -2.098 2.391 0.149 0.125 0.126 -0.091 0.166
H -2.721 3.027 1.640 0.133 0.054 0.291 0.184
H -3.958 1.231 -0.289 -0.127 -0.187 -0.148 0.196
H -4.722 2.160 0.953 -0.206 -0.024 0.112 0.199
H -3.446 -1.588 1.239 0.221 -0.027 0.085 -0.400
H -5.914 -0.714 1.293 -0.053 0.016 -0.050 -0.390
H -3.993 -2.222 4.260 -0.513 -0.376 -0.166 0.378
H -4.270 -1.351 5.615 -0.246 -0.116 0.141 0.333
H -3.306 0.664 5.226 -0.011 0.014 0.579 0.457
O -2.554 -0.600 -1.652 0.070 -0.258 0.068 -0.517
C -1.886 0.127 -2.310 -0.144 0.202 -0.093 0.785
O -0.815 0.801 -1.800 0.112 -0.054 -0.009 -0.505
C -0.264 1.685 -2.782 0.051 0.058 -0.059 -0.070
C -0.706 1.118 -4.128 -0.119 -0.048 -0.014 -0.428
C -2.056 0.494 -3.775 0.414 0.081 -0.059 -0.529
H -0.661 2.688 -2.605 -0.023 0.001 -0.016 0.177
H 0.817 1.708 -2.662 0.000 -0.038 0.097 0.198
H -0.750 1.871 -4.914 -0.016 0.039 0.045 0.215
H -0.011 0.339 -4.446 0.021 0.008 0.005 0.206
H -2.874 1.211 -3.852 -0.060 -0.035 0.009 0.237
H -2.291 -0.390 -4.361 -0.165 -0.014 0.045 0.238
O 7.720 -0.899 -3.340 0.094 0.024 -0.134 -0.582
C 6.710 -1.230 -2.791 0.028 0.018 0.199 0.791
O 5.487 -0.911 -3.261 -0.062 -0.065 -0.026 -0.494
C 4.463 -1.360 -2.342 -0.110 0.046 0.099 -0.076
C 5.113 -2.475 -1.539 0.122 -0.044 0.053 -0.429
C 6.571 -2.021 -1.502 -0.320 -0.195 -0.138 -0.529
H 4.165 -0.524 -1.711 0.009 -0.007 0.020 0.213
H 3.602 -1.691 -2.915 0.039 0.057 -0.112 0.193
H 4.655 -2.607 -0.562 -0.033 0.108 0.003 0.238
H 5.036 -3.419 -2.082 -0.010 0.000 -0.007 0.200
H 6.771 -1.350 -0.666 0.046 0.005 0.012 0.237
H 7.280 -2.845 -1.485 0.147 0.103 0.046 0.234
```
Positions in Å, forces in eV/Å.

Results
Gap between HOMO and LUMO, eV: 6.4478
Calculated total energy, eV: -39140.366
Total charge: -1
Largest force on an atom, hartree/bohr: 0.0268


- What is the calculated total energy in the second record?
  -29785.821 eV


- The lowest gap between HOMO and LUMO belongs to which entry?
  C15H30AlBNO7